Formula: C26H28N2O7
Source: the Open Molecules 2025 dataset
Level of theory: ωB97M-V/def2-TZVPD

Element x y z (Å)
H (8.875, -1.111, -0.333)
C (-0.522, 0.111, 0.308)
O (-6.577, -0.224, 2.104)
H (-9.950, 1.490, 3.021)
H (9.337, -0.910, -2.041)
C (7.309, 1.813, -2.408)
C (6.696, -4.521, -0.755)
C (-8.040, 3.568, 0.140)
O (-2.138, -1.499, 1.076)
C (-3.795, 1.767, 0.935)
C (8.991, -1.623, -1.291)
C (4.283, -1.808, -0.728)
C (-5.330, 0.091, 1.687)
C (-0.850, -1.271, 0.667)
H (-9.990, 1.884, -0.009)
C (6.394, -0.254, -1.656)
C (-5.059, 1.438, 1.362)
H (-6.632, -1.165, 2.315)
C (0.816, 0.409, -0.132)
H (-7.519, 1.473, 0.105)
H (6.529, 2.002, -3.151)
N (1.262, 1.590, -0.471)
H (-4.541, -1.906, 1.839)
H (-6.356, 2.534, -0.686)
H (-9.745, 4.395, 1.104)
H (-8.722, 3.466, 2.186)
O (7.790, -2.256, -1.689)
H (9.722, -2.427, -1.187)
H (-6.775, 2.246, 2.317)
C (-4.341, -0.874, 1.587)
H (-10.464, 0.304, 1.824)
H (-11.117, 2.582, 1.143)
H (-1.182, 2.109, 0.116)
O (5.518, -3.747, -0.721)
C (6.593, -1.635, -1.425)
C (-6.152, 2.460, 1.450)
H (-8.497, 3.583, -0.853)
C (5.517, -2.412, -0.965)
O (1.776, -0.528, -0.242)
H (8.270, 2.143, -2.802)
C (5.169, 0.332, -1.396)
H (7.082, 2.367, -1.492)
C (-2.776, 0.809, 0.821)
H (7.152, -4.525, -1.747)
O (-0.100, -2.211, 0.636)
H (6.373, -5.530, -0.495)
N (2.543, 1.444, -0.815)
C (-9.154, 3.479, 1.185)
C (-10.080, 2.266, 1.010)
C (4.112, -0.449, -0.931)
C (-3.068, -0.524, 1.156)
H (-7.516, 4.519, 0.270)
H (4.989, 1.380, -1.556)
C (-9.794, 1.143, 2.002)
H (7.427, -4.177, -0.020)
C (-1.456, 1.101, 0.387)
C (2.840, 0.178, -0.675)
H (-5.714, 3.453, 1.567)
O (7.461, 0.436, -2.157)
C (-7.015, 2.436, 0.181)
H (-3.566, 2.791, 0.681)
H (-8.771, 0.788, 1.915)
H (3.472, -2.422, -0.372)

Cartesian forces (eV/Å) of the 3 atoms listed first:
0.0 0.0 0.0
-0.6 0.1 0.2
-0.2 0.0 0.1

As for the energy above the lowest of the compared OMol25 structures with the same formula, charge and spin: 68.7 kcal/mol. As for the SMILES: CCCCCCc1cc2cc(-c3nnc(-c4cc(OC)c(OC)c(OC)c4)o3)c(=O)oc2cc1O. As for the total charge: 0.

Here are the Mulliken charges for atoms 1 to 4, given in e:
1 H 0.323
2 C -0.214
3 O -0.471
4 H 0.313

---

Formula: C31H46O24
Source: the Open Molecules 2025 dataset
Level of theory: ωB97M-V/def2-TZVPD

Element x y z (Å)
H (1.557, -0.489, -0.110)
C (-1.558, 6.393, 1.995)
H (0.494, 3.958, 2.175)
C (-0.061, 2.513, -5.003)
O (-0.160, 0.499, -6.238)
O (1.727, -4.572, 0.073)
H (4.531, 1.871, 0.000)
C (-1.527, 4.876, 2.293)
C (0.768, -5.980, 1.767)
C (3.526, -0.581, 2.647)
C (0.300, 1.841, -6.319)
C (0.522, -0.198, 0.071)
H (-2.549, 6.550, 1.569)
H (-0.735, 6.732, 1.370)
O (-0.580, 3.632, 3.952)
O (1.970, -1.305, 5.759)
H (3.884, -0.520, 5.848)
H (2.248, 1.840, -7.360)
H (0.002, -0.916, 0.701)
H (4.516, -0.138, 2.552)
O (0.690, -1.593, -6.124)
O (2.189, -2.174, 3.766)
C (-4.680, -3.164, -0.761)
O (-3.163, -0.665, -2.616)
H (0.006, 3.601, -4.988)
O (2.009, 0.211, -6.170)
H (0.929, -1.484, -2.425)
H (4.166, -2.108, 4.200)
H (2.414, 2.177, -5.656)
C (1.577, -3.249, 0.159)
O (0.501, -2.867, 5.064)
H (-2.798, 1.326, 3.687)
C (1.819, 1.624, -6.379)
H (1.800, -6.336, 1.716)
H (0.407, 5.296, 3.271)
H (-1.519, 6.938, 2.938)
C (-2.760, -1.478, 2.314)
C (-2.779, 0.242, 3.791)
C (-1.842, 3.875, 4.313)
H (-4.593, -4.128, -1.268)
O (-5.245, -1.288, -2.055)
H (-1.239, -4.231, -0.268)
H (0.513, 2.115, -4.168)
H (4.502, 0.081, -0.153)
C (1.445, -2.165, 4.879)
C (5.092, 2.663, -3.176)
H (0.105, -6.842, 1.739)
C (3.051, 2.482, -2.284)
H (2.759, 0.191, 2.609)
H (3.498, 0.370, -2.347)
C (0.623, -0.440, -2.492)
O (3.839, 3.172, -3.249)
O (0.320, -2.911, 0.426)
H (3.357, -1.285, 1.830)
C (3.866, 1.258, -1.832)
O (0.001, 3.180, 0.009)
H (-4.503, -3.376, 0.291)
H (2.796, 3.109, -1.423)
H (-6.790, -3.412, -2.765)
H (0.136, -5.959, -0.289)
H (1.542, 0.096, -2.719)
H (-7.727, -2.050, -2.194)
C (3.951, 1.001, -0.323)
H (0.774, -5.316, 2.629)
C (-7.016, -2.815, -1.884)
H (-1.810, 4.308, 1.410)
H (-0.801, -0.440, 4.297)
C (0.830, -0.412, -6.193)
C (-5.836, -2.228, -1.137)
C (-3.919, -1.375, -2.024)
H (-1.105, 2.283, -4.770)
O (0.450, 1.093, 0.663)
O (-0.393, 1.415, -1.333)
H (-7.564, -3.434, -1.165)
H (3.039, 1.078, 0.265)
H (-0.069, 2.387, -7.183)
O (-3.132, -2.395, 1.648)
C (-0.491, -4.072, 0.510)
C (-1.329, -0.108, 3.406)
C (0.520, -5.243, 0.436)
C (-0.049, 1.993, -0.198)
O (2.451, -2.434, 0.046)
O (-3.539, -2.381, -1.211)
H (-1.073, -4.126, 1.429)
O (5.160, 1.657, -2.292)
H (-0.084, -0.253, -3.306)
O (-1.469, -1.270, 2.576)
C (-0.184, -0.012, -1.305)
H (-2.989, 0.009, 4.833)
H (2.069, 2.278, -2.709)
O (-2.412, 4.723, 3.418)
C (-0.176, 4.463, 2.865)
H (-6.157, -1.665, -0.261)
C (3.372, -1.413, 3.924)
H (2.774, 0.493, 5.046)
H (-1.170, -0.475, -1.274)
O (-2.461, 3.257, 5.126)
C (3.028, -0.561, 5.170)
O (6.004, 3.078, -3.811)
H (-0.842, 0.674, 2.830)
O (-3.542, -0.570, 2.910)

Cartesian forces (eV/Å) of the 3 atoms listed first:
-0.1 0.1 0.5
-0.6 -0.9 0.0
-0.4 -0.5 0.0

As for the energy above the lowest of the compared OMol25 structures with the same formula, charge and spin: 24.6 kcal/mol. As for the SMILES: C[C@H]1COC(=O)O1.C[C@H]1COC(=O)O1.C[C@H]1COC(=O)O1.C[C@H]1COC(=O)O1.C[C@H]1COC(=O)O1.C[C@H]1COC(=O)O1.C[C@H]1COC(=O)O1.O=C1OCCO1. As for the total charge: 0.

Here are the Mulliken charges for atoms 1 to 4, given in e:
1 H -0.624
2 C -1.487
3 H 0.032
4 C -0.673

---

Formula: C2H3N3O
Source: the Open Molecules 2025 dataset
Level of theory: ωB97M-V/def2-TZVPD

Element x y z (Å)
H (0.242, 2.198, -0.478)
N (0.608, 1.414, 0.047)
C (-0.722, 1.041, 0.611)
O (0.674, 0.139, -0.754)
N (-1.027, -0.148, 0.564)
C (-0.064, -0.797, -0.093)
N (0.322, -1.921, -0.159)
H (0.879, -2.092, -1.012)
H (-1.115, 1.903, 1.258)

Cartesian forces (eV/Å) of the 3 atoms listed first:
0.8 0.2 -1.5
-3.5 -3.1 0.3
2.5 4.4 2.7

As for the energy above the lowest of the compared OMol25 structures with the same formula, charge and spin: 86.0 kcal/mol. As for the SMILES: [H]/N=c1/nc[nH]o1. As for the total charge: 0.

Here are the Mulliken charges for atoms 1 to 4, given in e:
1 H 0.283
2 N -0.240
3 C 0.043
4 O -0.294